A 7-piece molecular cluster, C46H70BF4N9O3 overall in a non-equilibrium geometry, computed with the ωB97M-V functional and the def2-TZVPD basis.

The geometry in ORCA input format:
```
! wB97M-V def2-TZVPD RIJCOSX def2/J DEFGRID3
* xyz 7 2
H 0.2087 -1.9018 -2.3133
C 4.8012 1.4107 1.1948
C -1.5843 3.4966 -4.1299
H 4.8237 -2.3290 4.3678
H -0.7997 -4.6252 12.0254
C 0.7793 -2.1217 5.4625
H -4.5502 2.7489 3.5317
F -1.3690 -0.0109 0.2914
H 1.4339 4.8741 -2.1013
N -3.5741 -1.1695 -1.2504
H -3.4933 2.3480 -9.4541
H -2.0929 3.4126 1.7309
H 6.2888 1.0430 2.6342
C 6.2411 -1.7643 2.7967
H -1.6422 3.2656 -8.1830
H 2.7994 -0.7924 -0.2221
H -3.3177 -3.2745 -1.4042
C 5.5298 0.5621 2.0349
C -0.8530 5.0113 -5.8441
H -1.7001 4.2050 0.3388
H 7.9040 -1.6198 1.3704
C 0.1222 -4.2627 7.6097
H -2.8319 -1.0791 -1.9294
O 1.8200 -1.5557 -6.6361
H 2.6043 -2.9594 -7.8651
H -1.3792 0.0920 2.6551
H -2.5640 5.1734 1.6512
C 4.2847 -1.3103 1.2265
C -4.8743 3.7567 1.6050
C -3.6621 2.5013 -8.3985
H -5.3995 0.2991 -8.2688
H 4.9744 2.4728 1.1031
H 2.7687 2.7425 0.1292
H 0.4915 0.1330 -3.5872
C -0.0944 -4.9431 8.8040
C -5.1180 0.2806 -2.9379
H 2.3478 -1.3115 -8.5494
C 3.5711 -0.4174 0.4339
C -0.1792 -2.2141 8.9317
H -4.2513 3.5614 -4.7489
H 0.9518 -2.4564 -8.2252
C 5.3309 -0.8215 2.0092
C 1.2093 -1.5141 -4.3613
H -5.9931 2.1531 2.7438
H 0.4790 0.0997 2.3905
H 0.2375 -2.6844 -6.0402
H 4.1637 -2.3801 1.3120
C 0.5012 -2.3694 -3.2535
N -0.4069 -4.3693 9.9329
H -4.2994 0.1540 -3.6463
H -1.9681 0.5343 5.2108
F -0.7621 2.0220 -0.2277
H 8.9762 -3.8949 5.7752
H -5.9426 1.3792 -9.4693
N -0.3068 -0.3652 4.3251
C -1.1556 -0.1650 5.3418
H 2.2499 -1.5370 -4.0377
H -2.4789 -2.3841 -0.0831
O -5.5428 4.7901 1.6771
H -5.9911 2.3585 -6.0551
C -0.3800 0.3269 3.0219
C 7.4998 -2.0726 2.2637
C 1.9357 -2.1002 -7.9200
B -1.4428 0.9311 -0.6887
H 1.3967 0.5379 -4.8439
C -2.5783 3.0309 -7.6982
H -1.8930 -1.0152 7.2547
H 3.4373 1.8661 -1.3372
H 6.4361 -3.5497 5.6773
C -1.8008 4.0715 -5.4563
C -2.8185 3.4390 -6.3471
H 9.3674 -3.1388 2.5972
H -0.2906 3.4378 -2.4157
H 1.7966 -3.2651 -5.6561
H -5.1012 1.2373 -2.4159
C -0.0994 -2.9027 7.6845
H -3.4700 -0.3947 -0.6110
H -0.4286 -2.7873 -3.6394
C -5.0226 2.5530 -6.4917
H 8.2626 -5.3556 4.9431
H 1.0993 -3.1949 -2.8676
N 0.6586 -0.0895 -4.5581
C -4.9155 -0.9101 -1.9426
H -0.2176 0.0411 -5.0432
C -2.4660 4.2301 1.1140
C 1.2040 -2.3502 -5.6631
C 6.7225 -3.1206 4.7285
H 1.9629 1.3631 -0.6683
F -0.8905 0.6093 -1.9643
H 9.6723 -4.5167 4.2665
C -0.4837 3.9106 -3.3674
C 1.4920 5.3207 -3.0939
H -0.8798 5.4704 -6.8213
C -5.0097 2.5846 2.5570
N 0.3662 4.8448 -3.8983
C -4.0292 3.2164 -5.7479
H 1.0081 5.9003 -5.5356
H 0.1312 -5.8466 11.2605
H -4.5128 1.7200 2.1168
C -0.4628 -3.0438 9.9959
H 1.2084 -1.4236 3.4860
C 8.7480 -4.3863 4.8294
H -4.2956 -2.8520 0.0090
H -0.6499 -2.5254 10.9247
H -1.7023 -5.6495 10.9310
N -4.8524 2.2513 -7.7986
C -1.1341 -0.9957 6.4865
C 5.8403 -2.3198 4.0035
H -0.4812 -1.1918 9.1055
H 1.4096 6.4070 -3.0591
H -0.0285 -6.0205 8.8404
C 2.9230 1.7907 -0.3792
H -6.8253 1.4510 -7.9590
H -3.5925 2.7679 0.2150
H 1.4949 -2.9206 5.5890
N -3.7660 3.6953 0.5756
C 0.6717 -1.2898 4.4136
C -3.4293 -2.5631 -0.5860
H 2.4394 5.1983 -3.6188
O -5.7911 -1.7705 -1.7336
C -5.8363 1.2906 -8.3882
C -0.7264 -5.1937 11.0983
F -2.6744 1.3926 -0.7874
H 0.3521 -4.7819 6.6911
C 0.2089 5.3283 -5.0878
N 7.9144 -3.4300 4.1616
H -6.0044 0.1187 -3.5512
C 8.3747 -2.9238 2.9642
C -0.1608 -2.0055 6.5026
H -4.0582 4.3106 -0.1702
N 3.8809 0.8945 0.4298
H -2.1520 2.7070 -3.6602
H -0.2782 1.3732 3.3100
*
```

Values from the calculation:
* lowest unoccupied orbital energy (alpha / beta): -0.5570 / -0.5570 Eh
* electronic energy: -2934.8572 hartree

A 9-piece molecular cluster, C46H72BN2O25 overall in a non-equilibrium geometry, computed with the ωB97M-V functional and the def2-TZVPD basis.

The geometry in ORCA input format:
```
! wB97M-V def2-TZVPD RIJCOSX def2/J DEFGRID3
* xyz -1 1
H 3.7390 4.6594 -4.2766
C 4.3315 0.1896 -7.3142
O -8.4468 1.9922 3.4843
H 0.4317 5.4573 -0.0756
H 0.1535 5.6542 3.6545
O -0.2911 -0.9995 1.9019
O -1.9519 2.4696 0.2445
H 8.0153 -2.2452 -2.8417
H 7.9919 -0.2969 -0.3345
H 4.1158 0.0268 -5.1343
C 5.7202 -0.7440 -2.6273
H -1.3980 -1.3704 -2.0174
O -3.6671 -3.2849 -8.4407
H 4.0677 1.6865 -5.7415
H -1.0606 -3.0034 5.1289
C -4.7910 -2.9569 -7.7673
H -8.6282 4.8215 6.5972
H -5.0566 4.2252 4.7010
C 6.6549 3.5793 -3.4995
C -5.1869 2.8859 2.9819
N 5.7496 4.4351 -3.9477
O 2.9612 -1.6494 5.0282
C 4.1298 2.7650 -3.4327
C -1.7452 -1.8001 3.4868
O -1.0405 3.9170 1.7124
B 4.6039 0.4467 -2.3486
O 3.3126 -0.7638 -7.7008
H 4.7908 -1.7698 2.9488
H -2.7562 -2.5513 5.2301
C 3.8121 0.6569 -5.9706
H 0.8797 3.7412 2.4229
C 0.4120 -0.9819 -4.1630
C 0.7408 4.5326 0.4195
H 6.2589 -3.6345 2.8612
H 3.0955 2.4828 -3.4333
O -2.9058 -6.9351 1.6832
C -5.4343 3.2416 4.4324
C -0.0082 0.2837 -1.9660
H 7.6822 3.9061 -3.5224
H 4.8367 -0.7532 5.1494
H -1.3580 -0.4270 -0.5132
O -6.0703 6.1865 8.3004
H -2.7565 -2.5882 -5.9040
H -0.0702 -1.5492 -0.8542
H -2.7004 -1.3809 3.1573
C 2.3112 -0.6533 -2.4868
H -0.5373 2.2912 -2.3559
N 7.0250 -0.2371 -0.6467
C -3.0952 -1.9195 -6.6979
O 0.4055 0.8082 3.0469
H -3.1528 -9.7353 1.1424
C 4.3931 -1.7426 5.0820
C -0.9227 -2.2420 2.2911
H -0.5543 -2.4246 -7.4986
H -1.1879 1.2124 -3.5453
O -4.5250 -2.0309 -6.8202
C -3.8886 2.1672 2.7146
H 6.3786 0.1484 -6.6676
C 8.1725 -1.2180 -2.5442
O -0.9507 -0.7092 4.0024
O -6.8703 3.2194 4.5185
C -3.3972 -9.2838 2.1026
H 4.3120 1.0023 -8.0460
C -7.3251 2.3775 3.5539
C -7.3984 5.6396 8.1639
H 5.2313 -1.6755 -2.3457
H -0.8776 -3.0729 -9.1023
C -7.5721 4.9290 6.8434
H -3.9554 1.1294 3.0445
H -2.6553 -1.5233 -8.7729
C 5.9534 -3.3339 3.8579
H -5.2688 3.7725 2.3482
H -1.7816 -8.0981 4.4631
O -6.3342 2.0471 2.7065
C -8.2438 6.8837 8.3371
O 1.1002 -0.9210 -7.2722
O 2.3892 0.5200 -6.1471
C -2.6023 -5.8505 2.4328
H -3.2982 -10.0489 2.8729
C -0.2155 -0.2094 2.9885
C 4.5004 3.9897 -3.9092
H -7.0738 5.4726 6.0427
H 5.6306 -1.4530 -6.8460
H 5.7461 -4.2413 4.4279
C -1.9654 -2.8560 4.5408
H -9.2097 6.6855 8.7937
H -0.1558 -2.9659 2.5472
C -0.9954 1.3258 -2.4878
H 1.8119 4.3972 0.2973
C 6.9585 -0.6994 -1.8303
C 0.2522 5.7954 2.5789
H -8.3897 7.4229 7.3981
C -2.4873 -8.1145 2.3942
C -1.2620 -3.0059 -8.0850
H -3.6589 2.1570 1.6562
H 0.1218 -0.3405 -4.9791
H -7.1366 3.9354 6.8795
H 1.1696 6.3537 2.3928
H 6.1174 -0.5462 -8.2717
O -2.6644 -4.7285 2.0510
H -7.5571 4.9471 8.9945
O 3.3262 0.1073 -3.0695
H -1.9044 1.2596 -1.9157
H -1.4633 -8.3398 2.0870
H 1.2927 0.8288 -3.5227
H 0.5600 0.7780 -1.1871
H -3.5102 -7.7193 4.2794
C 5.6967 -0.4517 -7.2700
O -5.2117 7.9157 9.4624
O -5.8659 -3.4201 -7.9773
H -5.0291 2.4975 5.1219
C 0.2857 4.4663 1.8626
H 4.4410 0.5686 -1.1429
O -7.4380 7.6868 9.2101
O -2.2195 -6.2289 3.6752
O 0.0352 3.4366 -0.1700
H -3.0617 2.6556 3.2297
C 4.7253 -2.4630 3.7904
C 5.0718 1.8857 -2.9532
C -1.0740 3.2063 0.5568
C -0.7674 -0.8565 -1.3063
H -0.4617 -1.5503 -3.8791
H 7.1660 1.7123 -2.6521
C -2.5208 -7.6206 3.8258
H 8.2841 -0.6390 -3.4518
H -1.3133 -4.0221 -7.6928
H 2.2937 -0.5871 -1.4000
H -1.5330 -2.6322 1.4848
H 4.6646 -2.3253 5.9672
H 9.0758 -1.0896 -1.9622
H 2.4069 -1.7154 -2.7260
H -2.8150 -0.8997 -6.4514
H 6.7801 -2.7965 4.3243
C 2.5195 -2.6565 4.2472
C 2.1688 -0.4317 -7.0626
H -2.2519 -3.7909 4.0872
C 0.9957 -0.0976 -3.0535
O 1.3826 -2.9933 4.1387
C -6.1440 7.3210 9.0347
H -4.4345 -8.9543 2.0537
H 5.9877 -0.8488 -3.6764
H -0.6017 6.3862 2.2467
O 3.5371 -3.2578 3.6106
H 1.1995 -1.6109 -4.5484
C 6.3677 2.3374 -3.0068
C -2.6211 -2.3570 -8.0674
*
```

Values from the calculation:
* lowest unoccupied orbital energy: 0.0621 Eh
* electronic energy: -3811.6050 hartree